A structure of composition C6H3GdNO4. Source: the Open Molecules 2025 dataset; level of theory: the ωB97M-V functional and the def2-TZVPD basis.

```
15
C6H3GdNO4 | the Open Molecules 2025 dataset | the ωB97M-V functional and the def2-TZVPD basis
O 4.1732 -0.1098 -0.1962
N 3.0605 0.0023 0.0773
O 2.1311 -0.5545 -0.8766
C 0.8376 -0.3084 -0.4899
C 0.3678 0.9788 -0.5036
C -0.9693 1.1830 -0.0771
O -1.3121 2.3559 0.2098
C -1.9128 0.0694 0.0581
C -1.4315 -1.1822 0.0339
C -0.0131 -1.3808 -0.0925
O 0.4891 -2.5019 0.1438
H 0.9680 1.8085 -0.8273
H -2.9676 0.2693 0.1483
H -2.0675 -2.0413 0.1205
Gd -1.3534 1.4117 2.2715
```

Calculated values
HOMO energy (alpha / beta) ... -21.263 / -23.470 eV
Lowest unoccupied orbital energy (alpha / beta) ... -14.22 / -17.35 eV
Net charge ... +3
2S+1 ... 8
HOMO-LUMO gap (alpha / beta) ... 7.04 / 6.12 eV